Entry 1:
Formula: C51H32N5Ru
Source: the Open Molecules 2025 dataset
Level of theory: ωB97M-V with the def2-TZVPD basis set

Values from the calculation:
- Kohn-Sham gap (spin up / spin down) (Eh) = 0.223 / 0.226
- 2S+1 = 2
- LUMO energy (spin up / spin down) (eV) = -1.2015 / -1.1627
- energy above the lowest of the compared OMol25 structures with the same formula, charge and spin (eV) = 0.000
- charge = 0

```
89
Properties=species:S:1:pos:R:3:forces:R:3:mulliken_charge:R:1
Ru 0.02200 0.43468 0.27069 -0.010 -0.105 -0.178 0.42
C -5.28536 -1.35445 5.55176 0.003 0.000 -0.011 -0.37
C -4.38653 -0.31537 5.74499 -0.006 -0.001 -0.001 -0.85
C -3.44329 -0.02080 4.77148 -0.026 0.011 -0.018 -0.01
C -3.38932 -0.75839 3.59206 -0.008 0.013 0.024 -0.69
C -4.29017 -1.80335 3.40901 0.047 -0.032 -0.009 0.16
C -5.23283 -2.09961 4.38231 -0.002 0.003 0.016 -0.93
C -2.36474 -0.42833 2.55740 -0.076 -0.062 0.007 1.34
C -1.04139 -0.75048 2.85235 0.095 -0.164 0.007 0.38
C -0.60755 -1.47670 4.02171 -0.085 0.011 -0.040 -1.41
C 0.69193 -1.79030 3.83863 0.063 -0.032 -0.088 -1.58
C 1.08993 -1.24653 2.56173 -0.016 0.072 0.114 -0.13
C 2.37843 -1.30553 2.02442 -0.034 -0.057 0.057 1.90
C 3.35761 -2.19473 2.70882 0.028 -0.048 0.006 -0.52
C 3.10646 -3.56230 2.80276 0.010 -0.006 -0.076 -0.13
C 4.00547 -4.40502 3.43812 0.020 0.012 0.006 -0.84
C 5.16895 -3.89075 3.99272 -0.012 0.018 -0.004 -0.42
C 5.42513 -2.52932 3.91073 0.005 -0.021 -0.005 -0.82
C 4.52573 -1.68781 3.27388 -0.051 0.048 0.066 -0.19
C 2.81100 -0.55675 0.93442 0.038 0.089 -0.061 0.39
N 2.04949 0.36562 0.26210 0.046 -0.104 -0.113 -0.01
C 2.85796 0.98668 -0.64282 0.127 -0.045 -0.041 -0.23
C 2.46404 1.91882 -1.61118 0.119 -0.161 -0.024 1.82
C 3.55783 2.61153 -2.34891 0.016 0.095 -0.006 -0.35
C 3.70032 2.51218 -3.73109 -0.009 -0.132 0.015 -0.26
C 4.71724 3.18692 -4.38905 0.029 0.006 0.010 -0.86
C 5.61186 3.97066 -3.67394 -0.038 -0.007 0.006 -0.39
C 5.49197 4.06111 -2.29457 0.014 -0.011 -0.004 -0.87
C 4.47519 3.38433 -1.63841 -0.030 0.065 -0.006 -0.02
C 1.14411 2.18091 -1.96287 -0.142 0.153 0.027 0.11
C 0.70438 3.05160 -3.03025 0.072 -0.043 0.001 -1.64
C -0.63180 2.91406 -3.13504 -0.072 -0.086 0.026 -1.24
C -1.05372 1.99040 -2.10436 0.108 0.199 -0.010 0.12
N 0.04449 1.59064 -1.39806 -0.030 0.042 0.035 0.18
C -2.37950 1.67281 -1.81475 -0.029 -0.010 -0.048 1.61
C -2.80755 1.00957 -0.66554 -0.077 -0.051 0.054 0.38
C -4.18345 0.76233 -0.30320 0.060 0.025 -0.054 -1.59
C -4.18368 0.25150 0.94540 0.029 -0.034 0.048 -1.17
C -2.80580 0.11493 1.35294 -0.031 0.157 -0.031 0.22
N -1.99965 0.58572 0.35241 -0.090 -0.031 -0.047 0.07
C -3.41205 2.15316 -2.77747 -0.020 -0.009 -0.023 -0.75
C -4.36595 3.09486 -2.39896 0.040 0.046 0.014 -0.16
C -5.31328 3.54437 -3.30629 -0.007 -0.001 -0.021 -0.81
C -5.32006 3.05811 -4.60637 0.016 -0.012 0.026 -0.41
C -4.36899 2.12555 -4.99494 -0.005 0.017 0.007 -0.84
C -3.42131 1.67847 -4.08645 -0.014 -0.072 -0.003 -0.11
C 4.18506 0.42559 -0.54932 -0.042 0.064 0.016 -0.96
C 4.14704 -0.54025 0.39316 -0.034 -0.030 0.023 -1.67
N 0.02330 -0.60216 2.00434 -0.029 0.067 0.155 0.24
H -6.02258 -1.58501 6.30943 0.001 0.001 0.008 0.39
H -4.42004 0.27071 6.65403 -0.002 0.000 0.010 0.39
H -2.74113 0.79010 4.92020 0.004 0.016 0.001 0.47
H -4.23995 -2.39497 2.50301 -0.008 0.007 -0.018 0.49
H -5.92361 -2.91835 4.22936 -0.007 -0.006 -0.006 0.39
H -1.23457 -1.73449 4.85834 -0.015 0.009 0.004 0.53
H 1.33452 -2.33534 4.50826 0.037 -0.006 0.001 0.51
H 2.20557 -3.96523 2.35695 -0.019 0.002 0.003 0.51
H 3.79824 -5.46539 3.49500 0.001 -0.013 -0.002 0.40
H 5.87192 -4.54669 4.48881 0.005 -0.009 0.002 0.40
H 6.32689 -2.11945 4.34631 0.004 0.006 0.016 0.38
H 4.71535 -0.62231 3.23455 0.013 0.002 -0.039 0.51
H 3.02552 1.87562 -4.28968 -0.051 0.035 -0.008 0.48
H 4.81545 3.09197 -5.46238 0.000 0.005 -0.013 0.39
H 6.39769 4.50688 -4.18874 0.026 -0.013 -0.004 0.40
H 6.19119 4.66090 -1.72639 -0.008 0.012 -0.002 0.39
H 4.37879 3.46262 -0.56249 -0.010 -0.001 0.003 0.45
H 1.33746 3.68619 -3.62546 0.063 -0.009 0.017 0.61
H -1.28477 3.41302 -3.83044 -0.049 0.001 0.019 0.52
H -5.03681 0.95576 -0.92939 -0.008 0.061 -0.018 0.59
H -5.03966 -0.02797 1.53532 0.012 -0.013 0.035 0.60
H -4.35020 3.48986 -1.39060 -0.012 -0.020 0.014 0.49
H -6.04366 4.28104 -2.99808 -0.008 0.003 0.001 0.39
H -6.06307 3.40395 -5.31246 -0.002 0.015 -0.012 0.39
H -4.36459 1.74299 -6.00706 -0.007 -0.013 -0.006 0.39
H -2.68580 0.94228 -4.38662 0.018 0.000 0.001 0.51
H 5.02288 0.71127 -1.16176 0.006 0.015 -0.026 0.56
H 4.94650 -1.20054 0.68135 0.010 0.008 0.073 0.61
N -0.36556 -5.75381 -3.73848 -0.005 -0.061 -0.039 -0.58
C -0.31122 -4.78868 -3.11669 0.002 0.103 0.073 -0.13
C -0.24171 -3.58058 -2.33884 0.018 -0.059 -0.060 0.47
C -1.09348 -3.39605 -1.25378 -0.020 0.006 0.017 -0.97
C -1.01863 -2.23246 -0.50625 0.018 -0.027 0.005 -0.37
C -0.09969 -1.23017 -0.82393 0.084 0.123 0.109 1.92
C 0.74694 -1.42885 -1.91835 -0.059 -0.024 -0.005 -0.27
C 0.68095 -2.59069 -2.66863 -0.003 0.010 -0.006 -1.03
H -1.80974 -4.16684 -1.00055 -0.007 -0.001 0.010 0.50
H -1.68448 -2.11131 0.33941 -0.003 -0.016 -0.002 0.37
H 1.46763 -0.67042 -2.19735 0.012 -0.002 0.001 0.33
H 1.34257 -2.73772 -3.51236 0.007 0.006 -0.007 0.50
```
Forces are in eV/Å.

Entry 2:
Formula: C51H35F3IN7O9SSbZr
Source: the Open Molecules 2025 dataset
Level of theory: ωB97M-V with the def2-TZVPD basis set

Values from the calculation:
- Kohn-Sham gap (Eh) = 0.227
- 2S+1 = 1
- LUMO energy (eV) = 1.1727
- energy above the lowest of the compared OMol25 structures with the same formula, charge and spin (eV) = 4.807
- charge = -1

```
109
Properties=species:S:1:pos:R:3:forces:R:3:mulliken_charge:R:1
Zr 0.41490 -0.80917 1.27414 0.108 0.697 0.111 -0.47
C 3.84772 -2.81275 -1.10139 0.050 0.044 0.040 -0.92
C 4.89188 -2.74758 -0.18259 -0.038 0.057 -0.013 -0.94
C 4.65745 -2.23745 1.08333 0.071 -0.032 -0.001 -0.78
C 3.37760 -1.79918 1.42378 0.011 0.008 0.148 0.55
C 2.33187 -1.76698 0.49129 0.261 0.085 0.052 2.10
C 2.60121 -2.29625 -0.77289 -0.007 0.019 -0.113 -0.70
C 3.00724 -1.50966 2.83141 0.083 0.106 -0.128 0.90
C 3.67432 -2.11773 3.89677 0.122 0.039 0.033 -1.54
C 3.06948 -2.12024 5.12198 -0.022 -0.029 0.032 -0.81
C 1.86420 -1.44331 5.34832 -0.063 -0.085 0.167 0.48
C 1.17958 -1.69010 6.62580 0.073 -0.003 -0.083 -1.22
C 0.50560 -0.77130 7.30454 0.069 0.097 0.054 -0.34
C 0.49820 0.64238 6.80153 -0.148 -0.226 -0.049 -1.46
C 0.17240 0.18182 4.38484 0.094 0.110 -0.206 -0.83
C 1.34321 -0.69197 4.28704 0.167 0.275 -0.182 1.02
N 1.90674 -0.78425 3.04659 0.081 -0.423 0.227 0.30
H 4.01101 -3.25285 -2.07859 0.016 0.043 -0.012 0.49
H 5.88040 -3.09921 -0.45095 -0.001 0.002 0.000 0.36
H 5.47460 -2.17129 1.79331 -0.021 -0.080 0.019 0.46
H 1.81619 -2.30947 -1.52344 -0.020 -0.004 0.019 0.35
H 4.59324 -2.65829 3.72742 -0.039 -0.049 -0.018 0.35
H 3.50922 -2.67946 5.94004 -0.032 -0.017 -0.001 0.54
H 1.25306 -2.70473 7.00245 -0.013 0.002 -0.010 0.43
H -0.02509 -1.02433 8.21438 -0.008 -0.020 -0.024 0.42
H 0.08831 1.32865 7.53941 0.009 0.011 0.005 0.51
H -0.36609 1.70845 3.17799 0.479 0.041 -0.244 0.45
N -5.43415 5.11033 0.68670 0.002 -0.092 -0.106 -0.55
C -4.91107 3.82782 0.79500 -0.005 0.094 0.003 1.02
C -5.73118 2.75390 1.13935 -0.034 -0.030 0.012 -0.79
C -5.21878 1.46914 1.20220 0.012 0.036 0.074 -0.72
C -3.88380 1.24886 0.91513 0.006 0.157 -0.046 -0.16
C -3.05662 2.30782 0.55585 -0.053 -0.080 -0.028 -0.34
C -3.56373 3.58986 0.50597 0.006 0.044 0.015 -1.15
S -3.26798 -0.39611 0.88010 0.229 -0.225 0.004 1.48
O -2.98906 -0.68453 -0.50226 0.086 -0.058 0.018 -0.72
O -4.15592 -1.26533 1.59241 -0.074 0.078 0.019 -0.82
N -1.79390 -0.29706 1.63139 -0.460 0.429 0.144 0.19
C -1.73002 0.31265 2.83855 -0.181 0.228 -0.286 -0.05
N -2.72796 0.72545 3.52945 -0.012 -0.222 0.286 -0.37
C -2.58531 1.40507 4.70461 -0.059 -0.007 -0.197 -0.75
C -1.56763 1.41834 5.59966 0.167 0.120 0.028 -0.96
C -0.31542 0.71182 5.53411 -0.046 0.127 0.171 2.05
N -0.33995 0.68973 3.12048 -0.678 -1.158 0.253 0.19
H -6.30901 5.28426 1.14914 0.027 0.020 0.054 0.21
H -4.78029 5.87231 0.72763 -0.002 0.005 0.044 0.23
H -6.77709 2.93220 1.36251 0.005 -0.016 -0.014 0.29
H -5.84532 0.63175 1.47996 0.014 0.015 0.028 0.54
H -2.01588 2.13200 0.30636 -0.019 0.005 0.002 0.39
H -2.91853 4.41651 0.23166 -0.002 -0.017 -0.020 0.36
H -3.47097 1.97709 4.96407 0.005 0.008 0.006 0.41
H -1.75507 1.97061 6.51352 0.033 0.047 -0.032 0.25
H 1.52584 0.94134 6.57650 0.003 0.053 0.038 0.36
O -1.48536 -3.99010 2.95902 0.023 -0.058 0.157 -0.70
C -0.94475 -3.37322 2.07721 0.174 0.080 -0.203 0.45
O -0.00467 -2.46885 2.30877 -0.483 -0.511 0.032 -0.29
C -1.30478 -3.65129 0.62661 -0.015 0.025 0.085 0.94
C -1.97401 -4.84801 0.44488 0.005 0.005 0.134 -0.65
C -2.42909 -5.22423 -0.79929 -0.071 -0.193 -0.051 -1.11
C -2.28241 -4.38759 -1.88094 -0.013 -0.048 -0.180 -0.33
C -1.59610 -3.20915 -1.71411 -0.116 0.187 -0.182 -0.22
C -1.04683 -2.78904 -0.47986 0.191 0.040 0.150 -0.04
O -0.37904 -1.66538 -0.37216 -0.472 -0.942 -0.099 1.33
N -1.50141 -2.38003 -2.92461 0.099 -0.332 0.114 1.02
O -0.47618 -1.75932 -3.11228 0.151 0.140 0.010 -0.46
O -2.42609 -2.42738 -3.70886 -0.146 0.119 0.002 -0.68
N -3.08353 -6.52494 -0.97823 0.077 0.229 0.078 1.04
O -3.42491 -6.83779 -2.10326 -0.035 -0.017 -0.060 -0.65
O -3.24100 -7.21968 0.00633 -0.009 -0.045 0.010 -0.64
H -2.14430 -5.47917 1.30440 -0.003 0.017 0.006 0.70
H -2.68691 -4.64617 -2.84794 0.009 0.003 0.023 0.65
F 5.15540 5.43821 -2.01664 -0.015 -0.007 0.018 -0.37
C 4.24984 4.43644 -2.15940 0.029 0.037 -0.004 0.35
C 2.96134 4.75104 -2.52808 -0.081 -0.008 -0.013 -0.75
C 2.04158 3.71810 -2.68454 0.057 -0.016 -0.026 -0.56
C 2.40280 2.38870 -2.48937 0.144 -0.030 0.160 0.81
C 3.71217 2.12653 -2.07924 -0.036 0.039 -0.049 -0.38
C 4.64838 3.13977 -1.91820 -0.013 -0.082 0.001 -0.78
Sb 1.05080 0.70643 -2.54840 0.336 0.250 -0.337 0.38
C -0.57441 1.76786 -3.45304 -0.083 -0.032 -0.038 -0.17
C -1.84080 1.63834 -2.88348 0.040 -0.026 -0.012 -0.60
C -2.93398 2.33406 -3.38987 -0.002 -0.073 0.043 -0.68
C -2.73934 3.13934 -4.48923 -0.006 0.073 -0.005 0.23
F -3.79179 3.83127 -4.98991 0.010 -0.029 -0.010 -0.37
C -1.51055 3.27322 -5.10644 0.044 -0.026 -0.020 -0.96
C -0.42813 2.58309 -4.57741 -0.064 -0.031 0.070 -0.35
C 1.91597 -0.04434 -4.40389 -0.153 -0.174 -0.051 0.44
C 3.21631 -0.55000 -4.37163 -0.023 0.047 -0.045 -0.25
C 3.77834 -1.19732 -5.46650 0.018 0.042 0.063 -0.80
C 3.00881 -1.34823 -6.59945 0.000 -0.014 -0.037 0.38
F 3.53938 -1.99259 -7.66995 0.006 0.024 0.002 -0.36
C 1.71633 -0.87738 -6.67945 -0.046 0.056 0.010 -0.83
C 1.17675 -0.23068 -5.57277 0.057 -0.005 0.062 -0.33
H 2.68341 5.78645 -2.67803 0.005 -0.009 -0.009 0.45
H 1.02471 3.97212 -2.95535 -0.007 0.005 0.003 0.36
H 4.01756 1.10850 -1.85590 0.013 0.020 0.019 0.25
H 5.66179 2.93604 -1.59768 -0.008 0.001 -0.008 0.44
H -1.99752 0.96883 -2.04260 0.014 0.043 0.021 0.40
H -3.91663 2.24644 -2.94489 0.000 -0.009 -0.005 0.58
H -1.41512 3.90190 -5.98216 0.004 0.015 0.016 0.44
H 0.54319 2.68148 -5.04934 -0.010 0.011 -0.004 0.65
H 3.81783 -0.44720 -3.47471 0.002 -0.028 -0.009 0.11
H 4.78913 -1.58402 -5.44590 -0.011 -0.006 0.008 0.46
H 1.14681 -1.02175 -7.58857 -0.004 -0.014 0.017 0.44
H 0.15242 0.11900 -5.62505 -0.001 -0.024 -0.001 0.43
I 2.08399 2.53992 1.99908 -0.108 0.198 -0.329 -0.33
C 1.17366 1.44999 0.32495 0.172 -0.174 0.625 -1.21
H 0.12918 1.20017 0.62376 0.055 0.652 -0.076 0.21
H 1.82213 0.54204 0.31709 0.044 0.377 -0.362 0.57
```
Forces are in eV/Å.

Question: Number 1 is which compound?
Answer: C51H32N5Ru